Record 1
An isolated ion of composition C4H10N2O2 and charge -2 at a distorted geometry. Source: the Open Molecules 2025 dataset; level of theory: ωB97M-V/def2-TZVPD.

The geometry in XYZ format:
```
18
Properties=species:S:1:pos:R:3
C 2.15450 0.36326 0.18226
C 0.93818 1.19041 0.49589
N -0.17015 0.33566 0.96073
O -1.14700 1.18939 1.53822
C -0.81074 -0.47270 -0.50902
C -2.25034 -0.20017 -0.34031
N -0.36479 -1.75892 -0.65052
O 0.98558 -2.10705 -1.06597
H 1.84526 -0.54957 -0.18042
H 2.69219 0.95869 -0.51779
H 2.84350 0.07424 1.09616
H 1.03682 1.91670 1.30098
H 0.69394 1.79489 -0.38395
H -0.34022 0.06753 -1.30685
H -2.65706 -1.18598 0.06602
H -2.14445 0.60390 0.34941
H -2.80534 0.00082 -1.32028
H -0.49986 -2.22112 0.28546
```

Total charge: -2
Relative energy (zero: lowest compared OMol25 entry of this formula, charge and spin) (eV): 2.795
Electronic energy (Ha): -418.090795
E_LUMO (eV): 7.5
HOMO level (eV): 2.334
Max |F| (eV Å⁻¹): 3.797
Structure (SMILES): CCN([O-])[C@H](C)N[O-]

Results of the natural (NBO) charge analysis, in e, for atoms 1 through 2: -0.6326, -0.2641


Record 2
C27H72Cl4IN5NbO10P2 as an isolated structure at a distorted geometry. Source: the Open Molecules 2025 dataset; level of theory: ωB97M-V/def2-TZVPD.

The geometry in XYZ format:
```
122
Properties=species:S:1:pos:R:3
C -7.87932 -1.78779 6.28924
C -7.06170 -2.16220 5.06338
Cl -7.61773 -1.13291 3.68085
C -5.55000 -2.03755 5.24286
Nb -4.05294 -3.02563 3.87365
Cl -4.30623 -1.33150 2.38144
I -3.82403 -5.05126 5.69168
C -5.38527 -4.47296 2.76544
O -6.24181 -3.83172 1.80438
O -5.91368 -4.28265 0.46971
P -1.92680 -1.75809 4.63462
P -0.71479 -2.60954 6.22470
O -1.38285 -2.51366 7.52843
O -0.18409 -4.05582 5.79655
O 0.65208 -1.76617 6.17487
C -2.64245 -4.28175 2.41122
Cl -0.89929 -4.60112 2.87467
C -2.65238 -3.79437 0.99723
C -1.67213 -2.65758 0.73631
Cl -2.30637 -5.15198 -0.22552
H -8.90824 -2.14603 6.20856
H -7.89895 -0.70408 6.42335
H -7.43611 -2.23320 7.18350
H -7.32250 -3.18015 4.76161
H -5.33814 -2.43613 6.24353
H -5.28569 -0.97131 5.27565
H -4.83881 -5.28107 2.28162
H -6.05262 -4.92931 3.50978
H -6.10616 -5.22978 0.54939
H -0.95033 -1.81255 3.62265
H -0.68852 -4.43548 5.05080
H 1.09089 -1.81923 5.31191
H -3.04225 -5.29000 2.45877
H -3.66656 -3.50881 0.73366
H -0.68892 -3.05083 0.47453
H -1.58362 -2.03670 1.62699
H -2.01912 -2.02326 -0.07853
C 1.93637 0.98089 2.21871
C 0.78404 1.27399 3.17665
C 0.61489 2.75131 3.53794
O 1.58070 3.28277 4.42581
C 2.82640 3.60628 3.85209
N 0.89451 0.39641 4.33674
H 2.88624 0.95598 2.75538
H 1.79692 0.00461 1.75621
H 2.00901 1.72072 1.41952
H -0.15040 1.00119 2.66975
H -0.33814 2.86425 4.05937
H 0.57626 3.36169 2.62305
H 2.70053 4.02597 2.84640
H 3.49947 2.74818 3.77939
H 3.28660 4.35802 4.49286
H 0.05435 0.44118 4.90617
H 1.64339 0.72216 4.94237
C -6.48651 -1.62528 -1.23620
C -6.18858 -0.96628 -2.57706
C -7.14764 -1.38042 -3.69784
O -6.96376 -2.68602 -4.21051
C -7.48272 -3.73453 -3.41671
N -4.78409 -1.17747 -2.92645
H -6.10818 -2.64597 -1.19246
H -6.00799 -1.08329 -0.42082
H -7.56015 -1.65093 -1.04013
H -6.32799 0.11558 -2.46482
H -6.98095 -0.72121 -4.55440
H -8.18889 -1.25056 -3.36798
H -8.43239 -3.44225 -2.95391
H -6.80145 -4.04550 -2.62236
H -7.65769 -4.57765 -4.08431
H -4.54781 -0.63748 -3.75299
H -4.65025 -2.15033 -3.18691
C -0.82458 1.22152 -1.81060
C -0.57272 1.62092 -0.35969
C 0.72017 2.40449 -0.12026
O 1.91513 1.65078 -0.17245
C 2.39595 1.34491 -1.46485
N -0.69019 0.42631 0.46918
H -0.23534 0.34228 -2.07609
H -1.87184 0.95275 -1.93589
H -0.57530 2.03020 -2.50294
H -1.37649 2.30234 -0.05649
H 0.68581 2.79819 0.89968
H 0.78360 3.25903 -0.81127
H 2.23738 2.18877 -2.14801
H 1.92521 0.45763 -1.89542
H 3.46502 1.16267 -1.36036
H -0.67259 0.66945 1.45483
H 0.12880 -0.15809 0.32360
C 7.14169 4.80755 -0.10605
C 6.29921 4.46113 -1.33024
C 5.28788 3.33276 -1.10893
O 5.82444 2.02680 -1.04552
C 6.40765 1.66428 0.18890
N 7.18462 4.21527 -2.46760
H 7.95521 4.09205 0.01863
H 7.59011 5.79194 -0.23559
H 6.54451 4.81569 0.80749
H 5.69242 5.34031 -1.57553
H 4.61677 3.31541 -1.97239
H 4.67128 3.52721 -0.21942
H 5.83383 2.07442 1.02761
H 7.44406 1.99888 0.28090
H 6.38149 0.57707 0.24535
H 6.63609 4.10428 -3.31309
H 7.62421 3.30625 -2.34965
C 8.05140 1.15773 -6.63239
C 6.65813 1.21258 -6.01234
C 5.50695 1.09378 -7.01424
O 5.27416 2.23860 -7.81133
C 6.13926 2.40745 -8.91315
N 6.56202 2.40810 -5.17065
H 8.32191 2.11926 -7.06963
H 8.78703 0.93233 -5.86149
H 8.11693 0.39278 -7.40811
H 6.55519 0.34762 -5.34844
H 4.58228 0.95301 -6.44964
H 5.64817 0.21130 -7.65424
H 6.37674 1.44346 -9.37799
H 7.07848 2.89878 -8.64707
H 5.61283 3.02740 -9.63758
H 5.69776 2.36981 -4.63755
H 6.47059 3.21875 -5.77802
```

Total charge: -1
Electronic energy (Ha): -4976.195237
E_LUMO (eV): 1.2
HOMO level (eV): -5.454
Max |F| (eV Å⁻¹): 2.352

Results of the Löwdin charge analysis, in e, for atoms 1 through 2: -0.1575, -0.8243


Record 3
One molecule with the formula C3H6O3. Source: the Open Molecules 2025 dataset; level of theory: ωB97M-V/def2-TZVPD.

The geometry in XYZ format:
```
12
Properties=species:S:1:pos:R:3
O 0.14885 1.39799 -0.60464
C 0.02776 0.28122 -0.13565
C 1.23663 -0.61956 -0.00779
O 2.42285 0.10170 -0.13491
C -1.32709 -0.20226 0.32982
O -2.34629 0.64921 -0.09165
H 1.21334 -1.14601 0.95590
H 1.13630 -1.39142 -0.79200
H 2.17211 0.96179 -0.51051
H -1.27305 -0.26617 1.43080
H -1.50492 -1.22349 -0.03500
H -1.90649 1.45700 -0.40437
```

Relative energy (zero: lowest compared OMol25 entry of this formula, charge and spin) (eV): 1.145
Electronic energy (Ha): -343.612468
E_LUMO (eV): 0.7
HOMO level (eV): -10.700
Max |F| (eV Å⁻¹): 0.472
Structure (SMILES): O=C(CO)CO

Results of the natural (NBO) charge analysis, in e, for atoms 1 through 2: -0.5751, 0.5486


Record 4
C4H8CsF3NO4S as an isolated structure at a distorted geometry. Source: the Open Molecules 2025 dataset; level of theory: ωB97M-V/def2-TZVPD.

The geometry in XYZ format:
```
22
Properties=species:S:1:pos:R:3
Cs 18.79695 -4.62569 -12.96789
C 20.82559 -0.38061 -13.48765
C 19.57262 -1.14228 -13.73047
O 18.96382 -1.68503 -12.87640
N 18.94676 -1.11990 -15.12930
H 19.69307 -0.81630 -15.76237
H 18.67163 -2.07293 -15.37803
C 17.90187 -0.02731 -15.26468
H 21.53745 -0.45869 -14.31220
H 21.30591 -0.78696 -12.60225
H 20.56346 0.66621 -13.31464
H 17.29672 -0.02303 -14.36464
H 17.31940 -0.12630 -16.17356
H 18.45597 0.91018 -15.31807
C 14.85636 -2.55188 -14.91470
F 14.33122 -1.64735 -14.11080
F 14.19710 -2.55046 -16.04692
F 16.14319 -2.16507 -15.18739
S 14.88656 -4.24796 -14.07954
O 13.62157 -4.33913 -13.38181
O 15.13186 -5.20716 -15.14538
O 15.99830 -4.16124 -13.12410
```

Total charge: +1
Relative energy (zero: lowest compared OMol25 entry of this formula, charge and spin) (eV): 0.000
Electronic energy (Ha): -1230.607629
E_LUMO (eV): -4.9
HOMO level (eV): -11.552
Max |F| (eV Å⁻¹): 2.092

Results of the Löwdin charge analysis, in e, for atoms 1 through 2: 1.1545, 0.0498


Record 5
C9H6I2NO3 as an isolated structure at a distorted geometry. Source: the Open Molecules 2025 dataset; level of theory: ωB97M-V/def2-TZVPD.

The geometry in XYZ format:
```
21
Properties=species:S:1:pos:R:3
C 3.43777 0.03997 -0.39712
C 2.89691 1.16166 -0.99802
C 2.58773 -1.05419 -0.11682
C 1.51051 1.18528 -1.12964
C 1.17910 -1.00328 -0.17237
C 0.64453 0.15070 -0.73364
C -0.85846 0.31429 -0.81761
C -3.15809 -0.52722 2.56862
C -2.92177 0.01979 0.42426
N -1.51365 0.10632 0.33352
O -3.59354 0.40651 3.14191
O -1.45133 0.59181 -1.82832
O -2.66766 -1.59718 2.42371
I -3.72786 -1.59881 -0.65966
I -3.82128 1.98363 -0.35585
H 4.48600 -0.32062 -0.18972
H 3.48744 1.89328 -1.48570
H 3.07765 -1.99700 0.23582
H 0.87470 2.02225 -1.62958
H 0.70715 -1.81925 0.08560
H -1.17583 0.04204 1.30060
```

Total charge: -1
Relative energy (zero: lowest compared OMol25 entry of this formula, charge and spin) (eV): 0.073
Electronic energy (Ha): -1222.455244
E_LUMO (eV): 2.9
HOMO level (eV): -3.845
Max |F| (eV Å⁻¹): 6.269

Results of the natural (NBO) charge analysis, in e, for atoms 1 through 2: -0.2306, -0.2331


Record 6
C29H22Cl5N5O5PPbTe as an isolated structure. Source: the Open Molecules 2025 dataset; level of theory: ωB97M-V/def2-TZVPD.

The geometry in XYZ format:
```
69
Properties=species:S:1:pos:R:3
Pb 0.62329 0.54453 -1.63315
C 5.16334 -0.18746 -1.87459
C 5.76196 0.26510 -0.69989
C 4.99867 0.93936 0.22338
C 3.63483 1.15868 -0.01950
N 3.06566 0.69056 -1.13511
C 3.82032 0.04721 -2.03807
N 2.96815 1.91330 0.92459
C 1.72963 2.23191 0.99289
N 0.59990 1.85331 0.25898
C -0.51189 2.44325 0.84840
N -1.77625 2.34512 0.62360
C -2.41816 1.83221 -0.48456
C -3.81994 1.81663 -0.44309
C -4.53042 1.48991 -1.57518
C -3.84249 1.16304 -2.73996
C -2.46931 1.14514 -2.68641
N -1.76612 1.46453 -1.59360
C -0.06734 3.26495 1.99663
C -0.77640 4.09357 2.84461
C -0.04988 4.79665 3.79917
C 1.33612 4.66262 3.89138
C 2.03524 3.82667 3.02765
C 1.29997 3.13985 2.08206
H 5.72450 -0.70309 -2.64052
H 6.81665 0.09894 -0.52217
H 5.41174 1.32900 1.14281
H 3.30337 -0.29423 -2.93051
H -4.30451 2.11245 0.47748
H -5.61261 1.50813 -1.56493
H -4.35814 0.91516 -3.65660
H -1.88512 0.86413 -3.55772
H -1.85066 4.19236 2.75980
H -0.56523 5.46746 4.47426
H 1.87429 5.22813 4.64076
H 3.11047 3.71836 3.08077
Cl 0.88390 -2.36565 6.79343
C 1.00742 -1.90975 5.14761
C -0.13102 -1.58655 4.42663
Cl -1.67449 -1.67497 5.17996
C -0.00996 -1.20002 3.08789
Cl -1.45168 -0.64853 2.24444
C 1.21436 -1.16864 2.43725
O 1.38203 -0.73672 1.18993
C 2.35315 -1.50544 3.17504
Cl 3.86605 -1.46261 2.37905
C 2.25838 -1.85340 4.51672
Cl 3.66984 -2.21341 5.40593
C -7.00817 -2.36987 -0.88658
C -5.83711 -2.36704 0.06405
O -4.74250 -1.63825 -0.55321
P -3.26763 -2.17741 -0.60947
O -2.35866 -1.28765 -1.32062
Te -2.71399 -2.71087 1.77191
O -3.36103 -3.68348 -1.05441
C -2.74297 -4.12757 -2.31519
C -3.59920 -3.73741 -3.49480
H -7.84860 -2.88947 -0.42643
H -6.74866 -2.87608 -1.81589
H -7.31338 -1.34991 -1.11832
H -5.52765 -3.38935 0.29218
H -6.07461 -1.85681 0.99619
H -2.66142 -5.20453 -2.20558
H -1.74641 -3.69509 -2.37545
H -4.57061 -4.23046 -3.45605
H -3.09648 -4.03569 -4.41507
H -3.74893 -2.65707 -3.52155
O 0.05186 -2.30052 0.24676
C 0.60023 -1.25584 0.07076
```

Total charge: +1
Relative energy (zero: lowest compared OMol25 entry of this formula, charge and spin) (eV): 2.674
Electronic energy (Ha): -4871.323304
E_LUMO (eV): -5.1
HOMO level (eV): -10.264
Max |F| (eV Å⁻¹): 0.404

Results of the natural (NBO) charge analysis, in e, for atoms 1 through 2: 1.2007, -0.2613


Record 7
One molecule with the formula C3H10Si2 at a distorted geometry. Source: the Open Molecules 2025 dataset; level of theory: ωB97M-V/def2-TZVPD.

The geometry in XYZ format:
```
15
Properties=species:S:1:pos:R:3
C -1.72343 -1.09224 0.21842
Si -1.42114 0.78408 0.45433
C -0.20346 1.32565 -0.91451
Si 1.02244 1.00853 0.57102
C 2.05783 -0.57188 0.24083
H -1.06152 -1.77627 0.68665
H -2.60845 -1.51318 0.59734
H -1.55012 -1.42506 -0.73045
H -2.82313 1.40879 0.50583
H -0.02771 0.55482 -1.71838
H -0.23626 2.30952 -1.49903
H 1.99861 2.03815 0.67197
H 1.60268 -1.52997 0.45722
H 2.24696 -0.68858 -0.77739
H 3.00022 -0.55568 0.61444
```

Relative energy (zero: lowest compared OMol25 entry of this formula, charge and spin) (eV): 0.898
Electronic energy (Ha): -699.185588
E_LUMO (eV): 0.2
HOMO level (eV): -8.154
Max |F| (eV Å⁻¹): 3.313
Structure (SMILES): C[Si@@H]1C[Si@@H]1C

Results of the natural (NBO) charge analysis, in e, for atoms 1 through 2: -1.0893, 0.9204


Record 8
C40H47BrGe2N6O7Sr as an isolated structure at a distorted geometry. Source: the Open Molecules 2025 dataset; level of theory: ωB97M-V/def2-TZVPD.

The geometry in XYZ format:
```
104
Properties=species:S:1:pos:R:3
Sr 0.66644 -0.98920 -0.42146
C 0.51450 -0.79050 5.63053
C 0.50108 -1.34003 4.20947
Ge 1.03558 -0.13501 2.66761
C 3.06579 -0.22295 2.90882
C 3.72178 0.68615 3.94025
C 0.75863 1.68064 3.52277
C 0.60492 2.90648 2.96646
Ge 0.44787 2.88166 1.03014
C -1.20513 2.02513 0.51968
C -2.39107 2.83955 1.03806
C 0.72544 4.40051 -0.23037
C 0.21551 5.82945 -0.07738
C 0.40063 4.11152 3.83099
C -0.07210 5.29754 3.28023
C -0.30453 6.43661 4.04265
C -0.06059 6.42394 5.40278
C 0.42027 5.25062 5.97879
C 0.64905 4.12326 5.21372
H 0.27948 -1.54886 6.38926
H -0.22332 0.00625 5.75969
H 1.48440 -0.36303 5.89699
H -0.49454 -1.73428 3.98868
H 1.18626 -2.18965 4.13096
H 3.54288 -0.05540 1.93826
H 3.25345 -1.27455 3.15144
H 3.60130 1.73989 3.67391
H 4.80033 0.50886 4.04609
H 3.27984 0.56733 4.93340
H 0.69039 1.68369 4.60940
H -1.22505 1.02020 0.94109
H -1.25471 1.92668 -0.56385
H -2.35360 2.96037 2.12418
H -3.33845 2.35297 0.79526
H -2.42110 3.84015 0.59511
H 0.26749 3.97827 -1.13224
H 1.79602 4.43163 -0.43010
H -0.84627 5.87494 0.17729
H 0.34010 6.38274 -1.01231
H 0.76214 6.38535 0.68574
H -0.28678 5.33596 2.22263
H -0.68137 7.32842 3.55481
H -0.23548 7.30470 6.00889
H 0.62886 5.21580 7.04212
H 1.04463 3.24298 5.69936
C -0.50559 -3.95954 -2.19629
N -0.93063 -3.07205 -1.12012
C -1.86330 -3.47835 -0.34709
C -2.38919 -2.67519 0.72179
C -3.30896 -3.07761 1.69171
C -3.46141 -1.97575 2.54839
C -2.62585 -0.98412 2.03475
N -1.97584 -1.38603 0.92592
C -0.19590 -5.37893 -1.77849
C -0.60109 -6.45681 -2.55636
C -0.27355 -7.75979 -2.20110
C 0.46522 -7.99633 -1.05383
C 0.87199 -6.92444 -0.26819
C 0.54455 -5.62605 -0.62238
H 0.38268 -3.51384 -2.65237
H -1.26335 -3.96903 -2.99111
H -2.30442 -4.47922 -0.45139
H -3.76774 -4.05282 1.76871
H -4.07427 -1.90748 3.43466
H -2.46542 0.01239 2.42581
H -1.18407 -6.26765 -3.45108
H -0.60228 -8.58570 -2.82113
H 0.72454 -9.00913 -0.76800
H 1.45522 -7.09489 0.62807
H 0.86655 -4.79648 -0.00378
O 2.96832 -1.72661 -0.56475
N 2.83611 -2.70919 0.21042
O 3.73210 -3.50161 0.41519
O 1.70059 -2.82833 0.76072
N -3.58147 -0.09837 -1.24039
C -3.13077 0.35449 -2.43977
C -3.99792 0.46166 -3.54867
C -3.50089 0.97129 -4.72343
C -2.16868 1.37653 -4.79060
C -1.39763 1.22865 -3.65255
N -1.84891 0.72341 -2.50467
H -4.44944 -0.60539 -1.23050
H -2.89997 -0.39819 -0.53673
H -5.02905 0.14468 -3.45685
H -4.14631 1.05774 -5.59088
H -1.73006 1.77790 -5.69318
H -0.35389 1.52161 -3.64374
Br 4.22811 0.94408 -4.83235
C 2.75253 0.09151 -5.67477
C 2.83272 -0.07459 -7.05264
C 1.80583 -0.70311 -7.73251
C 0.70758 -1.18316 -7.02624
C 0.65920 -1.02864 -5.65356
C 1.67291 -0.37647 -4.94570
C 1.47585 -0.19724 -3.44418
O 1.84834 0.85409 -2.91278
O 0.86399 -1.14091 -2.87671
H 3.70238 0.29017 -7.58145
H 1.86947 -0.82243 -8.80717
H -0.10613 -1.68129 -7.53821
H -0.17353 -1.41013 -5.07714
O 3.27231 3.01141 1.07589
N 3.04065 2.02132 0.43755
O 1.73676 1.73318 0.29544
```

Total charge: -2
Electronic energy (Ha): -9166.231718
E_LUMO (eV): 4.0
HOMO level (eV): -1.270
Max |F| (eV Å⁻¹): 1.732

Results of the natural (NBO) charge analysis, in e, for atoms 1 through 2: 1.7889, -0.6073